Molecular formula: C6H12O
Method: DFT, the ωB97M-V functional and the def2-TZVPD basis

Results
Kohn-Sham gap ... 8.657 eV
Energy relative to the best compared isomer or geometry (same formula, charge and spin) ... 4.162 eV
Charge ... 0
E_tot ... -310.9063 Eh

Atoms and positions in Å:
O 0.87 -0.67 -0.54
C 2.22 -0.33 -0.69
C -1.50 -1.82 0.05
C -0.98 -0.88 1.07
C -0.03 1.29 0.65
C -1.15 1.63 -0.33
C 0.28 -0.23 0.68
H 1.00 -0.40 1.51
H -0.91 1.26 -1.33
H 2.59 -0.87 -1.56
H -0.98 -2.75 0.37
H -1.30 2.71 -0.39
H -0.30 1.61 1.66
H 0.89 1.83 0.37
H -2.57 -2.02 0.16
H 2.81 -0.63 0.19
H -2.10 1.18 -0.01
H -1.20 -1.65 -0.99
H 2.37 0.75 -0.86

---

Molecular formula: C6H12O
Method: DFT, the ωB97M-V functional and the def2-TZVPD basis

Results
Kohn-Sham gap ... 10.820 eV
Energy relative to the best compared isomer or geometry (same formula, charge and spin) ... 2.079 eV
Charge ... 0
Structure (SMILES) ... CC[C@H]1C[C@H]1C=O.[H][H]
E_tot ... -310.9829 Eh

Atoms and positions in Å:
O -1.26 0.42 2.76
C -1.39 -0.34 0.51
C -0.89 -1.53 -0.28
C -0.73 -0.17 -0.85
C 0.63 0.47 -1.03
C 0.59 1.99 -0.87
C -0.69 0.03 1.76
H -1.65 -2.20 -0.69
H -2.46 -0.18 0.56
H 1.58 2.44 -1.04
H 1.01 0.22 -2.03
H 1.35 0.04 -0.32
H -0.10 2.45 -1.58
H 0.42 -0.08 1.76
H -1.44 0.11 -1.63
H 2.15 -1.88 1.66
H 2.60 -2.02 1.08
H 0.27 2.28 0.14
H 0.00 -2.04 0.08